(1)
Molecular formula: C5H8NO3P
Method: DFT, wB97M-V/def2-TZVPD

Each line ends with the natural charge from an NBO analysis.
Atoms and positions in Å:
1 C -1.160 0.546 2.112  -0.062
2 C -1.995 -0.115 1.327  -0.308
3 C -1.162 -0.875 0.368  -0.559
4 C 0.227 -0.479 0.816  0.009
5 C 0.831 1.625 -2.032  -0.883
6 N 0.220 0.407 1.790  -0.528
7 O 1.430 -2.760 0.689  -1.245
8 O 1.074 -1.478 -1.464  -1.252
9 O 2.843 -0.680 0.216  -1.228
10 P 1.595 -1.404 -0.036  2.359
11 H -1.464 0.924 3.125  0.154
12 H -3.100 0.126 1.345  0.173
13 H 1.865 1.694 -2.453  0.210
14 H -1.314 -1.852 0.496  0.249
15 H -1.164 -0.483 -0.650  0.261
16 H 0.156 1.652 -2.886  0.171
17 H 0.352 2.471 -1.414  0.178
18 H 0.765 0.680 -1.349  0.301

ΔE to the lowest compared entry with this formula, charge and spin = 1.450 eV
total charge = -2
molecular weight = 161.1 g/mol
gap between HOMO and LUMO = 5.8228 eV

(2)
Molecular formula: C5H8NP
Method: DFT, wB97M-V/def2-TZVPD

Each line ends with the natural charge from an NBO analysis.
Atoms and positions in Å:
1 C 0.122 3.002 0.084  0.257
2 C 0.287 1.341 0.339  -0.456
3 C 1.487 0.701 -0.237  -0.693
4 C -1.132 -1.777 -0.487  -0.621
5 C -0.656 -1.187 0.827  -0.685
6 N -0.108 4.096 -0.093  -0.348
7 P -1.199 0.675 0.845  0.747
8 H 1.181 0.273 -1.175  0.236
9 H 2.316 1.439 -0.532  0.249
10 H 1.839 -0.206 0.311  0.236
11 H -1.999 -1.256 -0.839  0.211
12 H -0.306 -1.480 -1.254  0.202
13 H -1.201 -2.861 -0.506  0.225
14 H 0.469 -1.235 0.963  0.216
15 H -1.102 -1.524 1.755  0.223

ΔE to the lowest compared entry with this formula, charge and spin = 1.927 eV
total charge = 0
molecular weight = 113.1 g/mol
SMILES string = CC/P=C(\C)C#N
gap between HOMO and LUMO = 9.1091 eV

(3)
Molecular formula: C5H8O
Method: DFT, wB97M-V/def2-TZVPD

Each line ends with the natural charge from an NBO analysis.
Atoms and positions in Å:
1 C 0.032 1.468 -0.838  -0.592
2 C 0.510 0.227 -0.077  -0.332
3 C -0.095 0.150 1.340  -0.039
4 O 0.148 -1.085 1.963  -0.711
5 C 0.110 -0.989 -0.799  0.005
6 C -0.319 -1.990 -1.316  -0.270
7 H -1.053 1.422 -0.983  0.213
8 H 0.501 1.521 -1.824  0.221
9 H 0.271 2.385 -0.289  0.212
10 H 1.604 0.245 0.019  0.233
11 H 0.360 0.915 1.978  0.184
12 H -1.175 0.365 1.271  0.157
13 H -0.183 -1.767 1.359  0.476
14 H -0.700 -2.858 -1.806  0.243

ΔE to the lowest compared entry with this formula, charge and spin = 2.059 eV
total charge = 0
molecular weight = 84.1 g/mol
SMILES string = C#C[C@@H](C)CO
gap between HOMO and LUMO = 11.1060 eV

no.,calculated total energy (eV),lowest unoccupied orbital energy (hartree),highest occupied orbital energy (eV)
1,-22235.609,0.2329,0.51
2,-16090.955,-0.0173,-9.58
3,-7360.196,0.0379,-10.07